1.
{
  "formula": "C5H4O2",
  "method": "ωB97M-V with the def2-TZVPD basis set",
  "species": ["O", "C", "C", "C", "C", "C", "O", "H", "H", "H", "H"],
  "xyz": [[2.091496, -0.875606, 0.147131], [0.973652, -0.472517, 0.058293], [0.347852, 0.809671, -0.044740], [-0.858774, 1.010348, -0.123434], [-1.936198, 0.094583, -0.140503], [-1.399351, -1.153793, -0.047218], [-0.092747, -1.442211, 0.042748], [-2.997365, 0.286337, -0.211545], [-1.996619, -2.059911, -0.036428], [2.996535, 1.542221, 0.248766], [2.871524, 2.260876, 0.106928]],
  "atomic_forces_ev_per_a": [[-0.64, 0.22, -0.05], [0.53, -0.13, 0.04], [-0.66, 0.03, -0.04], [0.62, -0.22, 0.04], [-0.01, -0.13, 0.00], [-0.07, 0.10, -0.01], [-0.07, 0.03, 0.00], [0.17, -0.05, 0.01], [0.05, 0.13, 0.00], [0.04, 0.02, -0.01], [0.02, 0.01, 0.01]],
  "e_tot_ha": -343.2338,
  "lumo_ev": -0.609,
  "e_above_lowest_kcal_mol": 99.5,
  "fmax_ev_per_a": 0.675,
  "homo_energy_ev": -9.7
}

2.
{
  "formula": "C4H12N2O",
  "method": "ωB97M-V with the def2-TZVPD basis set",
  "species": ["C", "N", "C", "O", "H", "H", "H", "H", "H", "C", "N", "C", "H", "H", "H", "H", "H", "H", "H"],
  "xyz": [[-4.200841, 0.082767, -0.238302], [-3.538968, -0.780532, 0.576625], [-2.818006, -0.181185, 1.761940], [-3.521583, -2.009500, 0.466950], [-3.948127, 1.112435, -0.137023], [-4.801279, -0.311615, -1.071224], [-1.769811, 0.010665, 1.458452], [-3.142474, 0.826108, 2.045407], [-2.938653, -0.856125, 2.512215], [2.754698, 0.657316, -1.859829], [2.563155, 0.449395, -0.402798], [3.620557, -0.243963, 0.302411], [2.502636, 1.750216, -2.031099], [3.875581, 0.615037, -2.117564], [2.002912, 0.104435, -2.610190], [1.665691, -0.037227, -0.237643], [3.779170, 0.067861, 1.350586], [3.310877, -1.249616, 0.452266], [4.604462, -0.006480, -0.221186]],
  "atomic_forces_ev_per_a": [[1.20, -2.46, 0.98], [-1.66, 3.53, -1.38], [1.07, 2.20, -2.84], [0.05, -0.78, 0.20], [-0.19, 0.47, 0.24], [0.58, 0.09, 0.59], [-0.37, -0.79, 0.28], [-0.65, -0.43, -0.23], [-0.02, -1.83, 2.17], [-0.47, 1.47, -0.87], [-1.13, -0.20, -0.55], [1.04, 1.09, 0.10], [0.25, -1.09, -0.11], [-1.83, -0.52, 0.11], [2.02, 0.57, 1.75], [0.87, 0.56, -0.19], [-0.29, 0.66, -0.38], [0.71, -1.52, -0.48], [-1.20, -1.03, 0.62]],
  "e_tot_ha": -344.1984,
  "lumo_ev": 0.664,
  "e_above_lowest_kcal_mol": 117.1,
  "fmax_ev_per_a": 4.141,
  "homo_energy_ev": -8.5
}

3.
{
  "formula": "C18H48O6",
  "method": "ωB97M-V with the def2-TZVPD basis set",
  "species": ["C", "C", "C", "O", "H", "H", "H", "H", "H", "H", "H", "H", "C", "C", "C", "O", "H", "H", "H", "H", "H", "H", "H", "H", "C", "C", "C", "O", "H", "H", "H", "H", "H", "H", "H", "H", "C", "C", "C", "O", "H", "H", "H", "H", "H", "H", "H", "H", "C", "C", "C", "O", "H", "H", "H", "H", "H", "H", "H", "H", "C", "C", "C", "O", "H", "H", "H", "H", "H", "H", "H", "H"],
  "xyz": [[0.811387, 2.491663, 3.156340], [2.218513, 1.841156, 3.016503], [3.204313, 2.461858, 2.013760], [2.855205, 1.739199, 4.267964], [0.840869, 3.572054, 3.297692], [0.302952, 2.072941, 4.024830], [0.172485, 2.341587, 2.286059], [2.086781, 0.828733, 2.634723], [2.743527, 2.458062, 1.025953], [4.074703, 1.810472, 1.934778], [3.446861, 3.485750, 2.298214], [3.276056, 2.583459, 4.446041], [-2.949040, 4.097344, 1.455850], [-1.656812, 4.247052, 0.632358], [-1.582073, 3.301668, -0.569777], [-1.695194, 5.567146, 0.198387], [-3.154782, 3.027305, 1.483834], [-3.845299, 4.530120, 1.011403], [-2.934431, 4.390554, 2.505567], [-0.848147, 4.158425, 1.357831], [-0.630163, 3.331392, -1.099957], [-2.404745, 3.448729, -1.269546], [-1.800640, 2.265104, -0.313143], [-2.499684, 5.600886, -0.324347], [5.557336, -3.462713, -0.054479], [4.545694, -2.506973, -0.635554], [4.657857, -1.081263, -0.095015], [4.777395, -2.464183, -2.034715], [5.256584, -3.956123, 0.869756], [6.523255, -3.000123, 0.148272], [5.753642, -4.315793, -0.703957], [3.559095, -2.918498, -0.422497], [4.269923, -1.120745, 0.922848], [4.175894, -0.338464, -0.730680], [5.700590, -0.849955, 0.122480], [5.574048, -1.941244, -2.150786], [-0.308414, -1.465752, -4.171043], [-1.765568, -1.009827, -4.019035], [-2.682804, -1.940872, -3.236994], [-1.673963, 0.239768, -3.325687], [0.126309, -1.730108, -3.207078], [0.310179, -0.699092, -4.637598], [-0.415128, -2.358095, -4.787845], [-2.237281, -0.698116, -4.950928], [-3.581283, -1.399776, -2.940240], [-2.130605, -2.229807, -2.342740], [-2.931519, -2.864692, -3.759296], [-1.441214, 0.014988, -2.421856], [0.916394, -1.437849, 0.292721], [0.249315, -0.132388, -0.160404], [1.097916, 0.653830, -1.149977], [-1.018181, -0.487118, -0.722223], [1.784032, -1.250461, 0.925335], [1.124006, -2.040922, -0.591194], [0.364287, -2.033008, 1.020078], [-0.003964, 0.468301, 0.713166], [2.092095, 0.813023, -0.732409], [0.657205, 1.629606, -1.354232], [1.129198, 0.204323, -2.142483], [-1.584301, -0.896369, -0.063729], [-3.956551, -3.425019, 0.499839], [-3.785535, -1.959830, 0.743487], [-4.769867, -1.320629, 1.687163], [-2.488079, -1.726404, 1.237812], [-3.764669, -3.951934, 1.434529], [-3.349054, -3.733482, -0.350986], [-5.009684, -3.624020, 0.301327], [-3.819766, -1.557701, -0.269052], [-5.803974, -1.552834, 1.432594], [-4.668263, -0.236437, 1.638999], [-4.615704, -1.626787, 2.721862], [-2.429516, -2.331091, 1.981125]],
  "atomic_forces_ev_per_a": [[0.56, 0.00, -0.16], [-0.26, 0.28, -0.78], [-1.06, -0.21, -0.07], [0.00, -0.26, 0.49], [0.32, 0.13, 0.11], [0.08, -0.13, -0.03], [0.15, -0.26, -0.15], [-0.23, -0.29, 0.39], [-0.04, 0.28, -0.11], [0.17, 0.27, 0.24], [0.25, 0.03, -0.09], [0.06, 0.10, 0.13], [-0.29, -2.05, 0.15], [-1.50, -0.09, 0.73], [-0.29, -0.74, 0.47], [0.86, 1.43, -0.73], [-0.27, -0.29, 0.21], [0.20, 0.28, -0.34], [0.48, 0.43, -0.16], [0.39, -0.14, -0.47], [-0.13, 0.24, 0.06], [0.03, 0.74, -0.18], [0.50, -0.23, 0.45], [-0.02, 0.46, -0.20], [0.59, -0.86, 0.89], [0.64, 0.32, -0.20], [0.18, -0.95, 1.20], [-0.59, -0.10, -0.56], [-0.24, 0.36, 0.31], [0.07, 0.20, -0.08], [-0.19, 0.22, -0.41], [-0.21, 0.17, -0.56], [-0.57, 0.48, 0.04], [-0.03, -0.13, 0.21], [0.26, 0.26, -0.63], [0.12, 0.04, -0.18], [-1.31, -0.87, -0.62], [0.60, 1.60, 0.70], [0.63, -0.22, 0.03], [-0.66, 0.39, -0.18], [-0.14, -0.05, 0.06], [-0.20, -0.12, -0.13], [0.88, -0.25, -0.18], [0.24, -0.49, -0.37], [-0.05, -0.09, -0.13], [-0.12, -0.06, 0.26], [-0.11, 0.08, -0.18], [0.12, 0.10, 0.64], [0.30, 0.32, 0.54], [-0.56, -1.06, 0.70], [-0.66, 0.30, -0.02], [0.32, 0.64, -1.30], [0.67, 0.26, -0.63], [0.30, -0.10, 0.16], [-0.89, 0.07, -0.41], [0.45, 0.33, 0.21], [0.03, -0.13, -0.16], [-0.04, 0.08, 0.27], [0.28, -0.47, 0.19], [0.14, -0.21, 0.55], [-0.94, -0.32, 0.44], [-0.36, -0.02, -0.72], [-0.66, 0.36, -0.23], [0.62, 0.15, 0.18], [0.41, -0.44, -0.09], [0.08, -0.30, 0.34], [-0.02, -0.11, -0.33], [-0.08, 0.82, 0.15], [-0.03, -0.07, -0.09], [0.07, 0.01, 0.11], [0.15, -0.15, 0.02], [0.58, 0.05, 0.27]],
  "e_tot_ha": -1165.9886,
  "lumo_ev": 0.471,
  "e_above_lowest_kcal_mol": 34.2,
  "fmax_ev_per_a": 2.077,
  "homo_energy_ev": -9.3
}